[1]
Molecular formula: C53H29F15GeN3P2S3Sc
Method: DFT, wB97M-V/def2-TZVPD

Geometry as XYZ:
```
107
Properties=species:S:1:pos:R:3:forces:R:3
Sc -0.3629 0.9434 0.0704 -0.14 -0.27 0.41
S -0.8620 2.9506 1.8815 0.19 0.02 -0.06
P 1.0868 2.4041 2.0695 0.01 0.25 0.05
C 1.3030 0.8012 1.6081 -0.11 -0.12 -0.27
P 0.4936 -0.3807 2.5123 -0.13 -0.20 0.07
S -1.3205 -0.8073 1.6692 0.23 -0.06 -0.05
C 1.4608 -1.9126 2.5235 0.00 -0.03 0.04
C 2.7787 -1.9084 2.0888 0.03 0.07 -0.05
C 3.5259 -3.0797 2.1184 0.03 0.02 -0.01
C 2.9554 -4.2516 2.5854 -0.10 -0.05 0.05
C 1.6353 -4.2578 3.0270 0.13 0.01 -0.05
C 0.8918 -3.0928 2.9941 -0.03 -0.03 0.02
C 0.2638 -0.0119 4.2732 -0.02 -0.02 0.09
C -0.9575 0.4362 4.7603 -0.04 0.02 -0.07
C -1.0869 0.7852 6.0973 -0.01 0.01 0.00
C 0.0024 0.6923 6.9487 0.02 0.00 0.01
C 1.2266 0.2443 6.4675 -0.07 0.02 0.01
C 1.3543 -0.1095 5.1362 0.06 -0.02 -0.03
C 2.0653 3.4380 0.9236 -0.01 -0.02 0.02
C 1.6816 4.7419 0.6221 -0.11 0.01 0.03
C 2.4519 5.5199 -0.2254 0.12 -0.03 -0.06
C 3.6208 5.0030 -0.7743 -0.06 0.05 0.03
C 4.0102 3.7066 -0.4751 -0.01 -0.06 -0.02
C 3.2301 2.9236 0.3649 0.05 -0.04 0.02
C 1.7693 2.8600 3.6903 -0.09 0.09 0.03
C 3.1073 2.5682 3.9487 0.03 -0.03 -0.06
C 3.6711 2.9110 5.1637 -0.03 0.03 0.07
C 2.8987 3.5413 6.1337 0.02 -0.02 -0.02
C 1.5674 3.8276 5.8817 0.02 -0.02 -0.02
C 1.0032 3.4911 4.6576 -0.08 0.00 0.03
H 3.1999 -0.9770 1.7252 0.01 -0.02 0.00
H 4.5535 -3.0759 1.7784 0.02 0.01 -0.01
H 3.5336 -5.1657 2.6056 0.02 -0.02 0.00
H 1.1865 -5.1731 3.3860 -0.02 -0.04 0.01
H -0.1391 -3.1036 3.3255 -0.04 0.03 0.00
H -1.8015 0.5122 4.0861 0.00 0.00 0.01
H -2.0417 1.1302 6.4711 -0.02 0.01 0.01
H -0.1004 0.9689 7.9901 0.00 0.00 0.02
H 2.0789 0.1716 7.1291 0.03 0.00 0.02
H 2.3096 -0.4622 4.7653 0.01 -0.01 -0.03
H 0.7630 5.1376 1.0390 0.00 -0.03 0.02
H 2.1456 6.5309 -0.4558 -0.02 0.05 -0.01
H 4.2278 5.6145 -1.4286 0.02 0.02 -0.03
H 4.9180 3.2985 -0.9001 0.02 -0.01 -0.02
H 3.5069 1.8988 0.5862 0.00 -0.01 -0.02
H 3.7064 2.0631 3.1997 -0.02 0.00 -0.02
H 4.7108 2.6862 5.3597 0.03 -0.01 0.01
H 3.3370 3.8032 7.0875 0.02 0.01 0.03
H 0.9626 4.3091 6.6381 -0.02 0.02 0.02
H -0.0397 3.7038 4.4570 -0.01 0.00 -0.02
N 1.0277 2.8993 -2.5943 0.02 0.00 0.00
C 1.7468 1.7397 -2.3489 0.08 0.04 -0.08
C 2.9213 1.5501 -3.0984 -0.16 0.00 0.11
C 3.6605 0.4163 -2.8912 0.05 -0.07 0.03
C 3.2305 -0.5262 -1.9531 -0.10 0.10 -0.05
C 2.0772 -0.2577 -1.2643 -0.03 -0.06 0.01
N 1.3487 0.8642 -1.4413 0.04 0.00 0.07
C -0.2714 3.2645 -2.2839 -0.03 0.10 -0.07
C -0.8443 4.2934 -3.0550 0.10 -0.14 0.11
C -2.1409 4.6592 -2.8149 -0.15 0.03 0.04
C -2.8673 4.0130 -1.8094 0.18 -0.01 -0.05
C -2.2200 3.0496 -1.0837 -0.01 -0.03 0.07
N -0.9380 2.6827 -1.2980 -0.09 -0.02 -0.14
H 1.4472 3.4821 -3.3014 -0.04 -0.04 0.08
H 3.2196 2.2949 -3.8223 0.03 0.02 -0.04
H 4.5646 0.2555 -3.4620 0.03 -0.03 -0.01
H 3.7647 -1.4454 -1.7733 0.05 -0.04 0.00
H 1.7008 -0.9595 -0.5239 0.02 0.10 -0.07
H -0.2640 4.7614 -3.8380 0.01 0.01 -0.03
H -2.5979 5.4374 -3.4124 -0.01 0.00 0.02
H -3.8949 4.2574 -1.5928 -0.03 0.03 -0.01
H -2.7307 2.5358 -0.2709 0.08 0.06 -0.15
F 0.6669 -1.5800 -3.7455 -0.05 0.00 0.03
C 0.1274 -2.7331 -4.1583 0.17 0.07 -0.03
C -1.1657 -3.0859 -3.8200 0.17 -0.14 -0.18
C -1.6113 -4.2966 -4.3204 -0.04 -0.18 -0.07
F -2.8682 -4.6956 -4.0592 0.02 0.05 0.02
C -0.8388 -5.1312 -5.1077 0.06 0.11 0.03
F -1.3197 -6.2843 -5.5703 0.00 0.00 0.00
C 0.4544 -4.7430 -5.4211 -0.05 0.02 0.04
F 1.2224 -5.5211 -6.1793 -0.03 0.03 0.03
C 0.9393 -3.5383 -4.9438 -0.06 -0.05 -0.01
F 2.1851 -3.1601 -5.2454 -0.03 0.00 0.02
Ge -2.3876 -2.0763 -2.6710 0.17 0.16 0.51
S -1.6291 -0.2648 -1.8247 -0.05 0.37 -0.36
C -2.8399 -3.3789 -1.2799 0.02 -0.22 0.16
C -4.0903 -3.9094 -1.0251 -0.16 -0.04 0.01
F -5.1373 -3.5947 -1.8022 0.01 0.06 0.00
C -4.3330 -4.8043 0.0040 0.07 0.01 0.00
F -5.5557 -5.2947 0.2132 0.02 0.03 -0.01
C -3.2826 -5.2108 0.8080 0.02 0.01 -0.04
F -3.4928 -6.0876 1.7877 0.02 0.05 -0.02
C -2.0080 -4.7263 0.5680 -0.10 0.06 -0.10
F -0.9881 -5.1540 1.3109 0.05 0.00 0.05
C -1.8114 -3.8249 -0.4654 0.05 -0.19 0.11
F -0.5493 -3.4333 -0.6973 -0.03 0.12 -0.02
C -3.9610 -1.5692 -3.7081 -0.16 0.07 -0.18
C -4.0671 -1.6737 -5.0821 -0.10 -0.03 -0.21
F -3.1007 -2.2575 -5.8109 -0.02 0.04 0.07
C -5.1557 -1.1878 -5.7926 0.02 0.00 0.10
F -5.2137 -1.3119 -7.1197 -0.01 0.00 0.02
C -6.1851 -0.5636 -5.1112 0.04 -0.02 0.01
F -7.2382 -0.0909 -5.7737 0.05 -0.02 0.03
C -6.1104 -0.4285 -3.7338 0.05 -0.06 -0.05
F -7.0957 0.1813 -3.0737 0.01 0.00 0.00
C -5.0073 -0.9281 -3.0650 -0.13 0.14 0.05
F -4.9751 -0.7570 -1.7384 0.02 -0.08 -0.01
```
Positions in Å, forces in eV/Å.

Properties
ΔE to the lowest compared entry with this formula, charge and spin, kcal per mole: 0.0
DFT total energy, eV: -228968.288
HOMO level, eV: -7.663
Orbital gap, eV: 7.574



[2]
Molecular formula: C53H34N7NiO3S
Method: DFT, wB97M-V/def2-TZVPD

Geometry as XYZ:
```
99
Properties=species:S:1:pos:R:3:forces:R:3
Ni 0.4002 -0.3623 -0.1212 1.23 0.43 -0.74
C -3.4006 -0.0395 5.0354 -0.01 0.15 0.26
C -3.4465 -0.4510 3.6038 -0.18 -0.14 0.07
C -2.4572 0.2978 2.6933 0.08 -0.13 0.03
C -1.5640 1.3329 3.3328 -0.38 0.56 0.70
C -1.6727 1.6378 4.6305 0.17 0.32 -0.87
C -2.6262 0.9565 5.4782 -0.60 -0.47 0.27
C -0.4832 1.5363 2.3752 0.99 -0.10 -0.79
C -0.7165 2.0119 1.0673 0.28 -0.26 0.46
C -1.2396 3.2990 0.7697 -0.25 0.22 -0.47
C -0.9850 3.5184 -0.5562 -0.12 0.21 0.47
C -0.3953 2.3269 -1.0597 0.29 -0.37 -0.40
C -0.1714 2.0567 -2.4167 -0.19 -0.35 0.71
C 0.0536 3.2078 -3.3109 0.04 0.26 -0.11
C -0.7772 3.6136 -4.3490 -0.02 -0.07 0.03
C -0.4364 4.7088 -5.1291 -0.04 0.06 -0.10
C 0.7320 5.4121 -4.8840 -0.02 0.05 -0.04
C 1.5554 5.0282 -3.8371 0.02 0.12 0.00
C 1.2138 3.9412 -3.0561 0.01 0.01 -0.07
C -0.0645 0.7469 -2.8653 0.05 0.00 0.23
N 0.0930 -0.3521 -2.0636 -0.12 -0.03 0.39
C 0.0959 -1.4333 -2.8908 -0.08 -0.10 0.19
C 0.4502 -2.7299 -2.5117 0.12 0.36 0.68
C 0.4726 -3.7727 -3.5547 0.02 -0.14 -0.23
C -0.2839 -4.9378 -3.4690 -0.01 0.12 0.00
C -0.2974 -5.8424 -4.5172 -0.02 -0.13 -0.08
C 0.4440 -5.5961 -5.6613 -0.01 -0.08 -0.08
C 1.2423 -4.4655 -5.7363 0.02 -0.05 -0.10
C 1.2648 -3.5691 -4.6849 0.06 -0.11 0.05
C 1.0106 -2.9989 -1.2548 -0.11 0.26 -0.45
C 1.6908 -4.2199 -0.9490 0.33 -0.18 0.45
C 2.3566 -4.0199 0.2186 -0.18 -0.28 -0.42
C 2.0530 -2.6868 0.6408 -0.01 0.42 0.30
N 1.2164 -2.0887 -0.2604 -0.09 -0.07 0.10
C 2.5276 -2.1156 1.8270 -0.38 0.03 -0.51
C 2.0705 -0.8928 2.3018 -0.14 0.07 -0.30
C 2.2163 -0.4507 3.6591 -0.19 0.28 0.18
C 1.2827 0.5149 3.8525 0.23 -0.32 0.09
C 0.6429 0.7227 2.5933 -0.42 0.23 -0.35
N 1.1725 -0.0948 1.6486 0.04 -0.34 -0.15
C 3.4430 -2.9165 2.6743 0.07 -0.03 0.07
C 4.8167 -2.8305 2.4869 -0.09 0.06 0.00
C 5.6747 -3.5813 3.2694 0.14 -0.02 -0.01
C 5.1692 -4.4260 4.2421 0.07 -0.10 0.01
C 3.8016 -4.5098 4.4399 -0.02 -0.10 0.06
C 2.9409 -3.7600 3.6593 0.01 0.08 -0.06
C -0.1659 -1.0147 -4.2391 -0.12 0.31 -0.11
C -0.2024 0.3394 -4.2289 0.11 -0.25 -0.06
N -0.2243 1.4289 -0.0509 -0.12 0.05 0.05
H -4.0384 -0.5942 5.7046 -0.11 -0.07 0.24
H -4.4811 -0.4093 3.2487 0.05 0.01 0.01
H -2.9073 0.7067 1.7840 0.06 -0.05 0.03
H -1.0347 2.3832 5.0836 0.22 0.00 -0.03
H -2.6526 1.2494 6.5188 -0.06 -0.12 0.09
H -1.6594 3.9737 1.4924 -0.15 0.07 0.09
H -1.2145 4.3807 -1.1537 0.00 0.19 -0.01
H -1.7027 3.0873 -4.5381 -0.03 -0.09 0.01
H -1.0950 5.0217 -5.9296 0.00 -0.02 -0.01
H 0.9962 6.2609 -5.4997 -0.01 0.04 -0.02
H 2.4576 5.5838 -3.6180 0.04 0.00 -0.03
H 1.8545 3.6396 -2.2392 0.02 -0.04 0.05
H -0.8783 -5.1258 -2.5870 -0.08 0.04 0.11
H -0.8979 -6.7406 -4.4520 -0.03 0.01 0.03
H 0.3991 -6.2838 -6.4940 0.04 -0.08 -0.02
H 1.8428 -4.2808 -6.6181 0.02 -0.01 0.01
H 1.9001 -2.6953 -4.7249 0.00 0.04 -0.03
H 1.6878 -5.0973 -1.5681 0.04 -0.11 -0.06
H 2.9882 -4.7117 0.7472 0.06 -0.03 0.04
H 2.8831 -0.8752 4.3841 0.16 -0.06 0.10
H 1.0535 1.0579 4.7471 -0.04 0.02 0.23
H 5.2062 -2.1699 1.7256 0.02 0.05 -0.08
H 6.7408 -3.5081 3.1142 0.11 -0.01 -0.01
H 5.8405 -5.0332 4.8299 0.07 -0.02 0.12
H 3.3998 -5.1644 5.1983 -0.03 -0.07 0.08
H 1.8742 -3.8248 3.8121 -0.14 0.01 0.00
H -0.2993 -1.6664 -5.0795 0.01 -0.06 -0.14
H -0.3345 1.0082 -5.0556 -0.04 0.10 -0.20
O -5.1019 -3.3952 7.3478 0.09 0.17 0.24
S -4.2246 -4.5308 7.1097 -0.23 -0.18 -0.82
O -2.8003 -4.2613 7.1919 0.08 0.14 0.16
O -4.6496 -5.7732 7.7185 0.03 0.06 0.04
C -4.4731 -4.7550 5.2841 -0.09 -0.61 2.84
N -5.0157 -5.8795 4.8889 -0.48 -0.75 -1.25
C -5.2270 -5.9570 3.5681 0.00 -0.07 0.65
C -4.8589 -4.9580 2.6969 0.42 0.97 -0.28
C -4.2117 -3.8168 3.2292 -1.25 -2.21 1.70
N -4.0807 -3.7491 4.5765 0.57 1.57 -2.43
C -3.5502 -2.7942 2.4747 0.84 1.08 -2.15
C -2.7561 -1.8054 3.2561 0.07 -0.16 0.13
C -1.7043 -1.0346 2.4105 -0.10 -0.08 0.30
N -1.5278 -1.2994 1.0118 -1.19 -0.67 -0.71
C -2.4353 -2.0233 0.4399 1.68 1.35 0.12
C -3.4477 -2.7697 1.1032 -1.22 -0.75 2.13
H -5.6930 -6.8741 3.2259 -0.03 0.03 -0.16
H -5.0342 -5.0527 1.6370 0.01 -0.10 -0.12
H -2.3566 -2.2976 4.1452 0.04 0.12 -0.09
H -0.7355 -1.0660 2.9077 -0.02 0.03 -0.09
H -2.3484 -2.1437 -0.6342 0.09 -0.01 -0.18
H -4.0489 -3.4263 0.4900 0.02 -0.16 0.02
```
Positions in Å, forces in eV/Å.

Properties
ΔE to the lowest compared entry with this formula, charge and spin, kcal per mole: 23.8
Net charge: -1
DFT total energy, eV: -123965.205
HOMO level (alpha / beta), eV: -4.951 / -4.972
Orbital gap (alpha / beta), eV: 5.408 / 5.401



- Among the records above, which one has the lowest ΔE to the lowest compared entry with this formula, charge and spin?
  C53H29F15GeN3P2S3Sc



- Among the records above, which one has the lowest DFT total energy?
  C53H29F15GeN3P2S3Sc



- DFT total energy of number 2 (C53H34N7NiO3S)?
  -123965.205 eV